13
Properties=species:S:1:pos:R:3:forces:R:3 method="wB97M-V/def2-TZVPD" relative_energy_kj_mol=289.37 charge=0 e_tot_ev=-6312.92184 e_homo_ev=-7.888 orbital_gap_ev=8.25
B -1.031642 0.109446 0.089712 2.969 2.431 -0.402
C 2.029846 -0.228457 0.141544 -0.751 0.627 1.705
N -1.130819 -1.236750 -0.163202 -2.415 -3.150 0.609
N -1.934820 1.195948 0.141505 2.104 1.162 0.928
N 1.056642 0.913852 0.108273 -2.295 -2.237 1.535
H 2.061172 -0.729498 1.147640 -0.669 0.023 -1.054
H 1.879557 -0.858309 -0.699333 -0.347 -1.407 -0.459
H 3.070546 0.022707 0.048329 0.623 1.107 -0.217
H -2.097926 -1.732879 0.129479 3.234 1.349 -1.192
H -0.382346 -1.893317 -0.503425 -1.287 1.317 0.874
H -2.911967 1.260373 -0.012186 -0.661 -0.462 -0.182
H -1.539837 2.125039 0.428238 -0.456 -1.564 -0.413
H 0.931590 1.051844 -0.856574 -0.050 0.804 -1.731